Entry from the Open Molecules 2025 dataset: a single C22H30N2O4 molecule (wB97M-V/def2-TZVPD).

## Properties
SMILES string ... CCOC(=O)c1cc(-c2ccc(C)cc2)n(CCC(=O)NCCCOC)c1C
ΔE to the lowest compared entry with this formula, charge and spin ... 94.3 kJ/mol
Gap between HOMO and LUMO ... 8.22 eV
Total charge ... 0
Highest occupied orbital energy ... -7.6 eV
E ... -1266.82988 Ha
LUMO level ... 0.62 eV
2S+1 ... 1

CARTESIAN COORDINATES (ANGSTROEM)
C: -7.5553 -0.0428 0.0396
C: -6.6023 0.1398 1.2138
O: -5.2542 -0.1098 0.8368
C: -4.5882 0.9097 0.2554
O: -5.0852 2.0024 0.0790
C: -3.2351 0.5221 -0.1057
C: -2.6358 -0.7439 0.1081
C: -1.3563 -0.6843 -0.3801
C: -0.3709 -1.7612 -0.3946
C: 0.9576 -1.5889 -0.0129
C: 1.8354 -2.6576 -0.0246
C: 1.4222 -3.9254 -0.4064
C: 2.3732 -5.0833 -0.4329
C: 0.0909 -4.1011 -0.7701
C: -0.7905 -3.0405 -0.7645
N: -1.1584 0.5789 -0.8972
C: 0.0293 1.0295 -1.5710
C: 0.8949 1.9388 -0.6920
C: 2.3531 1.8859 -1.1265
O: 2.7523 1.2191 -2.0561
N: 3.1587 2.6865 -0.3877
C: 4.5966 2.5671 -0.4513
C: 5.1549 1.7600 0.7267
C: 4.4156 0.4255 0.8931
O: 3.1440 0.5621 1.4972
C: 3.1630 0.6053 2.9013
C: -2.2877 1.3145 -0.7418
C: -2.4205 2.7141 -1.2174
H: -8.5801 0.0917 0.3743
H: -7.4443 -1.0390 -0.3821
H: -7.3350 0.6929 -0.7300
H: -6.6809 1.1606 1.6044
H: -6.8157 -0.5796 2.0080
H: -3.0979 -1.5805 0.5908
H: 1.3177 -0.6302 0.3242
H: 2.8608 -2.4968 0.2770
H: 1.9688 -5.9241 0.1290
H: 3.3351 -4.8079 -0.0074
H: 2.5328 -5.4157 -1.4587
H: -0.2533 -5.0827 -1.0646
H: -1.8189 -3.1898 -1.0584
H: -0.2497 1.5587 -2.4863
H: 0.6225 0.1573 -1.8574
H: 0.8454 1.6002 0.3458
H: 0.5498 2.9731 -0.7280
H: 2.7795 3.0929 0.4536
H: 5.0448 3.5654 -0.4701
H: 4.8187 2.0573 -1.3914
H: 6.2133 1.5663 0.5527
H: 5.0647 2.3402 1.6481
H: 5.0292 -0.2729 1.4782
H: 4.2265 -0.0105 -0.0914
H: 2.1237 0.6449 3.2233
H: 3.6916 1.4867 3.2833
H: 3.6345 -0.2929 3.3176
H: -3.4490 3.0310 -1.0726
H: -1.7702 3.3849 -0.6560
H: -2.1655 2.7962 -2.2742

---

Entry from the Open Molecules 2025 dataset: a single C22H30N4O2 molecule (wB97M-V/def2-TZVPD).

## Properties
SMILES string ... CCCCN(CC)CCNC(=O)c1cc2c(=O)n(C)c3ccccc3c2n1C
ΔE to the lowest compared entry with this formula, charge and spin ... 119.0 kJ/mol
Gap between HOMO and LUMO ... 8.45 eV
Total charge ... 0
Highest occupied orbital energy ... -7.9 eV
E ... -1225.88257 Ha
LUMO level ... 0.57 eV
2S+1 ... 1

CARTESIAN COORDINATES (ANGSTROEM)
C: -7.9984 -1.2891 0.4436
C: -6.6840 -1.3928 -0.3204
C: -5.5588 -0.6395 0.3829
C: -4.2353 -0.7582 -0.3884
N: -3.1097 -0.0293 0.1621
C: -2.7269 -0.4261 1.5061
C: -1.2228 -0.2732 1.7248
C: -3.1674 1.4074 -0.0533
C: -2.4380 1.7686 -1.3579
N: -1.1168 1.1936 -1.3519
C: -0.0107 1.9277 -1.0911
O: -0.0396 3.1517 -1.0606
C: 1.2029 1.1095 -0.9018
C: 1.3473 -0.2352 -1.1779
C: 2.6609 -0.5837 -0.8335
C: 3.3048 -1.8668 -0.9429
O: 2.7675 -2.8807 -1.3569
N: 4.6321 -1.8686 -0.5300
C: 5.3246 -3.1360 -0.6442
C: 5.2923 -0.7640 -0.0270
C: 6.6270 -0.8805 0.3789
C: 7.3178 0.1928 0.8972
C: 6.6935 1.4233 1.0310
C: 5.3826 1.5675 0.6357
C: 4.6549 0.5002 0.0980
C: 3.2921 0.5648 -0.3450
N: 2.3961 1.5861 -0.4016
C: 2.6169 2.9539 -0.0108
H: -8.3048 -0.2493 0.5373
H: -7.8926 -1.7053 1.4432
H: -8.7856 -1.8332 -0.0729
H: -6.4048 -2.4441 -0.4216
H: -6.8161 -0.9880 -1.3266
H: -5.8364 0.4129 0.4784
H: -5.4305 -1.0409 1.3903
H: -3.9499 -1.8139 -0.4425
H: -4.3855 -0.4049 -1.4121
H: -2.9879 -1.4794 1.6293
H: -3.2674 0.1475 2.2768
H: -0.9064 0.7581 1.5885
H: -0.6723 -0.8968 1.0250
H: -0.9660 -0.5792 2.7360
H: -2.6653 1.9149 0.7723
H: -4.1969 1.7850 -0.1020
H: -2.3351 2.8509 -1.4522
H: -2.9865 1.3788 -2.2199
H: -1.1069 0.2007 -1.1781
H: 0.6328 -0.9088 -1.6057
H: 4.6088 -3.8435 -1.0631
H: 5.6495 -3.4948 0.3336
H: 6.1809 -3.0541 -1.3149
H: 7.1396 -1.8232 0.2927
H: 8.3461 0.0682 1.2011
H: 7.2288 2.2654 1.4422
H: 4.9180 2.5294 0.7526
H: 2.8178 3.0205 1.0606
H: 1.7186 3.5248 -0.2416
H: 3.4508 3.3786 -0.5717

---

Entry from the Open Molecules 2025 dataset: a single C22H30N4O3 molecule (wB97M-V/def2-TZVPD).

## Properties
SMILES string ... CCN(Cc1cnn(C)c1)C(=O)[C@@H]1CCC(=O)N(CCc2ccc(OC)cc2)C1
ΔE to the lowest compared entry with this formula, charge and spin ... 146.8 kJ/mol
Gap between HOMO and LUMO ... 8.93 eV
Total charge ... 0
Highest occupied orbital energy ... -8.3 eV
E ... -1301.08349 Ha
LUMO level ... 0.58 eV
2S+1 ... 1

CARTESIAN COORDINATES (ANGSTROEM)
C: -1.7013 -0.0140 -3.3553
C: -1.8969 0.4445 -1.9104
N: -2.9453 -0.2926 -1.2368
C: -4.2833 0.2833 -1.3481
C: -4.4441 1.4417 -0.4214
C: -4.4023 2.8147 -0.7132
N: -4.5433 3.5353 0.3832
N: -4.6688 2.6692 1.3816
C: -4.8516 3.1301 2.7274
C: -4.6142 1.3962 0.9489
C: -2.7998 -1.4216 -0.5101
O: -3.7423 -1.9405 0.0617
C: -1.3960 -2.0170 -0.3900
C: -1.4663 -3.5483 -0.2781
C: -0.5454 -4.0959 0.8203
C: 0.7617 -3.3383 0.9068
O: 1.8568 -3.8646 0.9047
N: 0.5854 -1.9984 1.0268
C: 1.7317 -1.1201 1.0563
C: 2.1167 -0.6074 -0.3416
C: 3.3683 0.2171 -0.2651
C: 4.6107 -0.3971 -0.2236
C: 5.7764 0.3414 -0.1172
C: 5.7135 1.7285 -0.0462
O: 6.7905 2.5578 0.0580
C: 8.0753 1.9872 0.0982
C: 4.4666 2.3528 -0.0834
C: 3.3139 1.6041 -0.1891
C: -0.7414 -1.4524 0.8827
H: -2.6196 0.1119 -3.9230
H: -0.9190 0.5744 -3.8275
H: -1.4207 -1.0637 -3.3936
H: -2.1839 1.5001 -1.8961
H: -0.9588 0.3583 -1.3603
H: -4.4482 0.5971 -2.3816
H: -4.9919 -0.5059 -1.0875
H: -4.2909 3.2948 -1.6656
H: -5.8109 2.7917 3.1233
H: -4.0521 2.7618 3.3729
H: -4.8317 4.2177 2.7093
H: -4.6992 0.5566 1.6081
H: -0.7776 -1.7457 -1.2458
H: -2.4950 -3.8358 -0.0513
H: -1.1939 -3.9942 -1.2357
H: -1.0390 -4.0108 1.7913
H: -0.3265 -5.1488 0.6447
H: 1.5239 -0.2788 1.7236
H: 2.5642 -1.6994 1.4621
H: 1.3013 -0.0079 -0.7534
H: 2.2758 -1.4732 -0.9874
H: 4.6714 -1.4743 -0.2771
H: 6.7227 -0.1754 -0.0913
H: 8.7671 2.8240 0.1814
H: 8.2956 1.4263 -0.8160
H: 8.1974 1.3304 0.9657
H: 4.4305 3.4293 -0.0281
H: 2.3572 2.1066 -0.2181
H: -0.6723 -0.3633 0.8403
H: -1.3646 -1.7173 1.7455

---

Entry from the Open Molecules 2025 dataset: a single C22H30N4O4 molecule (wB97M-V/def2-TZVPD).

## Properties
SMILES string ... COc1cc(C(=O)NC[C@H](c2cccnc2)N2CCN(C)CC2)cc(OC)c1OC
ΔE to the lowest compared entry with this formula, charge and spin ... 475.8 kJ/mol
Gap between HOMO and LUMO ... 8.39 eV
Total charge ... 0
Highest occupied orbital energy ... -7.9 eV
E ... -1376.25516 Ha
LUMO level ... 0.46 eV
2S+1 ... 1

CARTESIAN COORDINATES (ANGSTROEM)
C: -5.4396 -1.7245 1.4405
O: -4.2067 -1.8503 0.7651
C: -3.5819 -0.7843 0.2071
C: -2.4122 -1.1178 -0.4812
C: -1.6340 -0.1515 -1.0835
C: -0.3770 -0.5821 -1.7620
O: -0.2757 -1.6293 -2.3659
N: 0.6442 0.3173 -1.6672
C: 1.9921 -0.0687 -1.9920
C: 2.8099 -0.3891 -0.7186
C: 2.1861 -1.6218 -0.1128
C: 1.0496 -1.5518 0.6862
C: 0.4627 -2.7248 1.1277
C: 1.0410 -3.9297 0.7592
N: 2.1317 -4.0096 0.0177
C: 2.6790 -2.8881 -0.4094
N: 2.7716 0.7154 0.2388
C: 3.4915 0.4213 1.4754
C: 5.0189 0.5129 1.3245
N: 5.4742 1.7879 0.7937
C: 5.4895 2.8590 1.7660
C: 4.7462 2.1028 -0.4242
C: 3.2207 2.0125 -0.2546
C: -2.0361 1.1815 -1.0527
C: -3.2134 1.5298 -0.4122
O: -3.7075 2.8031 -0.3744
C: -3.0541 3.8032 -1.1161
C: -3.9857 0.5555 0.2566
O: -5.1604 0.9135 0.8909
C: -5.0387 1.8181 1.9710
H: -5.7422 -2.7476 1.6646
H: -5.3341 -1.1683 2.3756
H: -6.1951 -1.2441 0.8173
H: -2.1158 -2.1531 -0.5255
H: 0.5644 1.0530 -0.9818
H: 1.9255 -0.9727 -2.6030
H: 2.4741 0.7156 -2.5821
H: 3.8348 -0.6350 -1.0472
H: 0.6421 -0.5917 0.9671
H: -0.4268 -2.7016 1.7380
H: 0.6196 -4.8752 1.0738
H: 3.5639 -3.0061 -1.0236
H: 3.2184 -0.5758 1.8227
H: 3.1515 1.1456 2.2228
H: 5.4950 0.3437 2.2918
H: 5.3642 -0.2679 0.6389
H: 5.9188 3.7447 1.2984
H: 6.1320 2.5630 2.5946
H: 4.5036 3.1258 2.1726
H: 5.0257 3.1059 -0.7523
H: 5.0707 1.3922 -1.1917
H: 2.7280 2.2498 -1.1969
H: 2.8960 2.7540 0.4839
H: -1.4538 1.9250 -1.5718
H: -2.9950 3.5429 -2.1770
H: -2.0481 4.0004 -0.7306
H: -3.6639 4.6979 -0.9988
H: -4.6966 2.8009 1.6424
H: -4.3512 1.4313 2.7324
H: -6.0384 1.9029 2.3941

---

Entry from the Open Molecules 2025 dataset: a molecular structure, C22H30N6Pd (wB97M-V/def2-TZVPD).

## Properties
ΔE to the lowest compared entry with this formula, charge and spin ... 0.0 kJ/mol
Gap between HOMO and LUMO ... 5.66 eV
Total charge ... 0
Highest occupied orbital energy ... -5.5 eV
E ... -1312.66113 Ha
LUMO level ... 0.18 eV
2S+1 ... 1

CARTESIAN COORDINATES (ANGSTROEM)
Pd: -1.9791 -0.9702 -0.1788
C: -2.7687 1.4256 1.5057
N: -2.2950 1.0652 0.1752
C: -2.0935 2.0573 -0.6294
C: -1.4451 2.0925 -1.8950
C: -1.0378 3.3147 -2.4773
C: -0.2740 2.9764 -3.5881
C: -0.2894 1.5687 -3.6287
N: -0.9794 1.0262 -2.6190
C: -1.6143 1.5105 2.4812
C: -1.4807 0.6044 3.5273
C: -0.4267 0.7060 4.4283
C: 0.5169 1.7141 4.2890
C: 0.4017 2.6185 3.2383
C: -0.6544 2.5128 2.3420
H: -3.4831 0.6799 1.8514
H: -3.2751 2.4002 1.4817
H: -2.3924 3.0544 -0.2816
H: -1.2716 4.3049 -2.1109
H: 0.2028 3.6427 -4.2909
H: 0.1722 0.9353 -4.3778
H: -2.2103 -0.1901 3.6269
H: -0.3445 -0.0033 5.2423
H: 1.3291 1.8032 4.9995
H: 1.1170 3.4274 3.1377
H: -0.7479 3.2257 1.5297
C: 1.0793 0.9261 -0.4909
C: 1.3708 -0.2981 -1.3696
N: 2.0632 -1.3218 -0.5729
C: 1.3329 -1.4593 0.6938
C: 1.6611 -0.2663 1.6075
N: 2.0433 0.8552 0.6788
C: 3.4239 0.5976 0.1708
C: 3.4263 -0.8709 -0.3227
H: 0.0739 0.8726 -0.0718
H: 1.2169 1.8808 -0.9988
H: 1.9806 -0.0366 -2.2360
H: 0.4133 -0.6736 -1.7207
H: 1.5320 -2.4124 1.1804
H: 0.2563 -1.3301 0.4966
H: 2.5069 -0.4144 2.2809
H: 0.7916 0.0483 2.1794
H: 1.9965 1.7335 1.1912
H: 4.1292 0.7757 0.9822
H: 3.6112 1.3094 -0.6316
H: 3.8864 -1.5240 0.4198
H: 4.0114 -0.9443 -1.2396
C: -1.2572 -2.5030 -3.1013
C: -1.3133 -3.3482 -1.8801
N: -1.5999 -2.9447 -0.6599
C: -1.5450 -4.0572 0.1528
C: -1.2336 -5.1504 -0.5895
N: -1.0876 -4.6862 -1.8777
H: -1.4424 -1.4599 -2.8348
H: -2.0151 -2.8159 -3.8230
H: -0.2787 -2.5781 -3.5814
H: -1.7443 -3.9863 1.2069
H: -1.1090 -6.1863 -0.3309
H: -0.8579 -5.2342 -2.6866

---

Entry from the Open Molecules 2025 dataset: 5 unconnected molecules or ions with the total composition C22H30O2S2 at a distorted geometry (wB97M-V/def2-TZVPD).

## Properties
ΔE to the lowest compared entry with this formula, charge and spin ... 82.2 kJ/mol
Gap between HOMO and LUMO ... 8.91 eV
Total charge ... 0
Highest occupied orbital energy ... -8.5 eV
E ... -1802.76665 Ha
LUMO level ... 0.39 eV
2S+1 ... 1

CARTESIAN COORDINATES (ANGSTROEM)
C: 0.1728 -19.6312 37.2624
S: -0.6023 -18.8358 35.9759
O: 0.2532 -17.6269 35.6753
C: -0.1799 -19.8540 34.5374
H: 1.3194 -19.8211 37.0745
H: 0.1193 -20.5419 37.3765
H: 0.0760 -19.2585 38.1045
H: 0.8114 -20.1147 34.5738
H: -0.4631 -19.5544 33.5066
H: -0.7448 -20.6255 34.6769
C: 3.1972 -15.8477 35.0333
S: 2.9392 -17.4552 34.1278
O: 3.9348 -17.4385 32.9965
C: 3.5972 -18.4002 35.4842
H: 2.4853 -16.0259 35.7235
H: 3.2488 -15.0064 34.2598
H: 4.0974 -15.7970 35.5601
H: 2.8901 -18.4961 36.3315
H: 4.6046 -18.2454 35.5860
H: 3.4465 -19.3552 35.1564
C: 1.3229 -19.1468 31.1062
C: 0.9450 -20.6097 30.7095
C: -0.3392 -20.9486 30.1994
C: -1.2745 -19.9008 30.1394
C: -1.0214 -18.5239 30.4531
C: 0.3454 -18.1485 30.9926
H: 2.1697 -18.8982 31.5462
H: 1.7317 -21.4505 30.7150
H: -0.5582 -21.9880 29.9426
H: -2.4569 -19.9848 29.9837
H: -1.9580 -17.8573 30.3645
H: 0.2247 -17.1547 31.0764
C: 5.9001 -14.0842 39.2259
C: 6.0861 -15.3824 39.9892
C: 6.4834 -16.4953 39.2962
C: 6.5798 -16.4182 37.8830
C: 6.3457 -15.2661 37.0614
C: 5.8991 -14.0769 37.8269
H: 5.9593 -13.1045 39.6578
H: 6.0515 -15.4367 41.1546
H: 6.6314 -17.4666 39.5795
H: 6.7817 -17.2957 37.2881
H: 6.2332 -15.5004 36.0318
H: 5.6930 -13.2262 37.2702
C: 7.9995 -18.7815 34.8074
C: 7.2515 -19.7780 35.5241
C: 7.7462 -20.2508 36.8270
C: 8.9132 -19.6261 37.3575
C: 9.6973 -18.7857 36.5823
C: 9.2691 -18.3235 35.2363
H: 7.6303 -18.5357 33.8677
H: 6.3575 -20.1756 35.2609
H: 7.1017 -20.8811 37.5315
H: 9.0790 -20.0789 38.3815
H: 10.6612 -18.5059 37.0951
H: 9.8321 -17.7763 34.5776

---

- Which of these has the lowest LUMO level?
  C22H30N6Pd